C24H36CaNO21 | the ωB97M-V functional and the def2-TZVPD basis

As for the LUMO energy: -1.70 eV. As for the HOMO-LUMO gap: 8.5 eV. The energy relative to the best compared isomer or geometry (same formula, charge and spin) is 0.000 eV. The value obtained for the highest occupied orbital energy is -0.3753 hartree. The calculation puts the largest force on an atom at 3.4 eV/Å.

Structure (ORCA input):
```
! wB97M-V def2-TZVPD RIJCOSX def2/J DEFGRID3
* xyz 1 1
H -6.4233 -0.4019 2.3281
H -1.2340 -4.1006 1.7501
H -1.9869 -3.4308 -3.6742
H 4.2188 -2.8135 -3.5620
Ca 0.6466 1.0462 0.0805
C -3.5415 -4.0737 -1.0598
H 2.8519 -4.0238 -3.3206
H -0.8512 -4.7604 4.6026
H -6.0363 1.2974 2.6837
O -0.5696 4.7904 2.1580
H 1.2407 7.1232 2.1364
C 0.4784 6.7242 1.4626
H -1.3031 6.0485 4.3871
H 5.0163 -3.0594 -1.6078
C -5.6538 0.3645 2.2649
H 0.3825 -5.0318 1.7254
H -3.8031 -1.9806 3.4416
O -2.3425 -0.9962 2.3418
O 0.2652 -2.1467 2.9824
H 3.2682 4.3771 -3.8019
C -1.6245 -1.2267 -1.5499
H -4.0140 -4.8567 -1.6530
C 3.4143 -3.1780 -2.9253
O 0.7889 -0.8809 1.2483
C 3.9159 2.8355 -5.2211
O 1.6845 -0.7833 -1.1709
C -4.3154 0.0625 2.8310
C -0.6580 6.1752 2.2979
C 2.8725 3.4914 -4.2975
O 2.8680 1.7111 -0.0861
H 4.3696 3.4903 -5.9638
C 0.3335 4.5013 1.1983
C -0.9369 -3.7198 4.2874
C -0.6053 6.6096 3.7645
H 3.5072 1.9430 -5.7008
H 0.1352 7.5715 0.8698
H -1.8639 -3.5228 3.7558
H -3.5006 -2.5654 -3.2227
H -4.2562 -3.2717 -0.8692
C 1.5544 3.7092 -4.9921
H 1.5259 4.7852 -5.1677
C -0.1591 -4.1080 1.9170
O 0.5616 3.2278 -4.1148
H -4.0221 -1.9239 1.7365
O 0.5285 -3.1431 1.1010
H -0.7833 -3.0724 5.1497
H 2.6440 -4.8255 -0.6544
C -2.1641 0.2754 2.0761
H 1.5218 3.1535 -5.9284
H -4.2954 0.2914 3.9000
O -1.8580 -2.3442 -0.8124
O -3.2790 0.9520 2.4295
O 2.3480 1.4274 2.0255
H -1.3929 -4.1535 -1.6575
H 4.1385 -5.4761 -1.3461
H 0.3482 6.3321 4.2186
H 1.1484 -3.8687 3.7915
C 0.2384 -3.5092 3.3134
O -1.7069 -1.5887 -2.8301
H -3.4902 -4.5870 -0.0951
H -5.5981 0.6879 1.2214
C 1.1887 2.6288 -3.0963
O -1.1595 0.8417 1.6991
O 3.3711 -2.2742 -0.7744
O 2.4844 2.5824 -3.2390
H 4.7685 2.3510 -4.7393
O 0.9604 5.6232 0.7624
C -2.2338 -3.4679 -1.5534
C 3.9748 -3.3471 -1.4627
H -1.5824 6.5200 1.8278
H 4.1385 -4.6412 0.2220
N 3.2061 1.5930 1.1035
O 0.4545 3.4030 0.6946
C 0.5803 -1.9547 1.7527
O 4.4030 1.5414 1.3658
O -1.3453 -0.1658 -1.0638
O 2.4080 -2.2098 -2.7673
O 0.6425 2.1378 -2.1341
C 2.4329 -1.6691 -1.5147
C -3.7073 -1.3131 2.5852
C -2.4757 -2.7946 -2.9381
H -0.7695 7.6818 3.8587
C 3.7130 -4.6465 -0.7818
*
```

C24H36F18FeO18P3 | the ωB97M-V functional and the def2-TZVPD basis

As for the LUMO energy (spin up / spin down): -3.70 / -4.87 eV. As for the HOMO-LUMO gap (spin up / spin down): 5.0 / 3.9 eV. The energy relative to the best compared isomer or geometry (same formula, charge and spin) is 12.095 eV. The value obtained for the highest occupied orbital energy (spin up / spin down) is -0.3213 / -0.3213 hartree. The calculation puts the largest force on an atom at 6.5 eV/Å.

Structure (ORCA input):
```
! wB97M-V def2-TZVPD RIJCOSX def2/J DEFGRID3
* xyz -1 5
F -1.4764 -1.7965 3.3226
F 3.3873 1.8072 -0.9055
H 1.1523 1.6254 11.4829
C -3.3551 1.1933 -4.4580
C 0.5734 -6.1997 -5.3346
O -3.7852 8.7499 4.0270
C -3.0003 8.1603 3.2775
C -4.3953 -5.5390 0.5704
C -0.9735 -5.2814 -6.5403
Fe 1.7605 -1.7454 2.8878
C 1.3100 1.1285 9.5935
F -3.2891 -2.0033 4.4327
H 2.4161 -4.5370 -4.3709
F 3.5308 -6.2394 3.5473
H 2.7968 -3.6736 -5.8119
F 0.8395 -0.0139 0.0497
H -6.0115 -1.7508 -0.1893
H -4.9200 3.2670 -4.5315
C 1.1477 -5.1982 -6.1553
H 7.8189 3.8507 -4.1718
F 3.7003 -5.8487 1.3138
F 1.6114 -4.4187 1.6908
C -2.6030 6.4845 1.7741
O 0.0535 -4.5468 -6.6212
C 1.5979 0.7580 10.9960
O 8.0094 1.1403 -0.9867
O 2.5531 -0.0291 6.5462
H -2.4865 7.5848 -0.2572
O 1.7114 0.0099 8.6573
H 6.4183 1.3589 -6.1566
C 2.2890 0.5805 7.6150
H 0.2848 -6.0051 -4.3016
H -3.4893 4.1952 -4.5431
O -3.4494 -4.6259 0.5631
F 1.6447 -6.5871 2.3988
H 1.2361 -7.0538 -5.4738
F -2.9430 0.1705 5.3720
O -2.0934 -5.0903 -6.9891
C -4.1096 3.5764 -5.1915
H -6.3232 -2.9021 1.1132
O -5.5958 -5.0201 0.0449
P -2.2492 -0.7855 4.3255
H 1.1354 -0.1396 11.4066
H -2.7669 5.4659 2.1259
C 2.3122 2.1668 9.1134
C -1.3083 7.0956 2.3432
H -3.6945 -2.7026 0.4189
C -3.4877 2.2894 -5.6318
C 6.3959 1.0838 -5.1021
C -4.3818 0.1636 -6.1408
F -2.8771 0.0022 3.0408
H 8.3751 1.5264 -5.0075
H -3.8877 1.4671 -3.5472
H 6.4624 -0.0021 -5.1693
O 7.7271 0.8177 -3.2367
O -1.6828 8.1008 3.1711
F 2.5245 0.9437 1.1303
H 1.7676 3.1053 9.2170
H -3.1685 -3.5474 -1.1340
F 3.5691 -3.9956 2.8198
O -3.5858 7.2759 2.4307
O 2.4531 1.8877 7.8348
O 7.5028 2.8132 -2.4574
C -5.2595 -3.7512 -0.5227
H -7.2616 -2.9317 -0.3525
H 6.1603 3.2651 -3.7071
O -4.8182 -0.7661 -6.8767
H -2.1425 5.9328 -0.4085
O -4.4017 1.4830 -6.4561
O -0.6228 -6.4361 -5.9089
C -6.2512 -2.7910 0.0313
H 2.6515 0.7177 11.2724
F 2.7724 -0.5316 -0.5738
C 7.2172 3.0182 -3.8072
H 1.7470 -5.5730 -6.9850
C 7.5301 1.6446 -4.3292
F 1.1991 2.3132 -0.3612
H -2.3172 1.1171 -4.1339
H -2.5341 2.3936 -6.1494
P 2.0718 0.9577 -0.4576
H -0.6853 7.5313 1.5621
C -3.8053 -3.5564 -0.2495
C 7.7378 1.5125 -2.1439
H -5.3989 -3.7031 -1.6027
F -1.7697 -1.6138 5.6077
H -4.7625 4.1828 -5.8193
H -3.7183 6.3119 0.0275
F 1.8508 -4.7132 3.8673
C 1.9596 -4.0993 -5.2587
P 2.6527 -5.3031 2.5651
H 5.4769 1.2996 -4.5571
H 0.2424 1.2188 9.3932
H 1.3661 -3.3528 -4.7309
O -4.2826 -6.6343 1.1843
F 1.6631 0.8254 -2.0923
C -2.6940 6.6288 0.2235
H 3.2366 2.4005 9.6416
F -0.9762 0.2092 4.1792
H -0.7159 6.2607 2.7176
O -3.7967 -0.0354 -5.0264
*
```

C24H36LiO12 | the ωB97M-V functional and the def2-TZVPD basis

As for the LUMO energy: -1.83 eV. As for the HOMO-LUMO gap: 10.3 eV. The energy relative to the best compared isomer or geometry (same formula, charge and spin) is 0.000 eV. The value obtained for the highest occupied orbital energy is -0.4448 hartree. The calculation puts the largest force on an atom at 1.6 eV/Å.

Structure (ORCA input):
```
! wB97M-V def2-TZVPD RIJCOSX def2/J DEFGRID3
* xyz 1 1
O 1.7215 -0.3725 0.5641
C 1.5033 4.6528 -2.9818
H 1.2797 -3.8638 -2.7380
H -3.0171 -1.2633 2.7403
C -1.4792 0.3046 2.7089
H -0.8137 0.4665 5.4399
C 1.2426 3.1966 -1.0992
C 3.8197 0.4832 3.1502
O 0.7732 2.3846 -0.3648
H -3.4370 3.1848 -0.0656
H 3.1821 5.3836 -1.7238
H -1.3665 -5.8438 0.5910
H -3.8676 3.6020 -3.0326
H 4.4525 1.3556 3.2517
C 1.6760 -3.0450 -3.3408
C 1.3141 3.1826 -2.6025
C -1.6970 0.8534 4.9297
C -0.5666 -2.7296 0.0367
H 0.4184 2.7938 -3.0882
H 0.4668 -2.4774 -5.0485
C 1.7053 -0.7050 -2.7511
H 0.6045 5.1931 -3.2590
H -1.4799 -1.6723 3.5032
H -2.1812 -4.0386 -0.7446
C -2.2050 -0.8700 3.3449
H -1.6100 -4.9554 1.9652
H 0.6932 -4.6176 2.1116
H -2.1308 1.6703 5.4955
O 1.7343 4.3419 -0.6282
H -2.2928 3.6824 -1.3346
O 1.8917 0.3621 -2.2547
Li -0.1768 0.4645 -0.2933
C -2.8382 1.5904 -1.3823
C 2.2614 -2.0431 -2.3457
O 2.8704 0.7558 2.0957
H 1.9250 -2.2492 -1.3337
O -1.1135 0.4357 1.5758
C 0.3797 -4.5555 1.0669
C -1.7238 -3.7256 0.1870
H 2.1029 2.5634 -3.0229
H -2.6339 -1.0524 5.4509
O -0.6466 -1.6284 -0.4374
O -1.7655 1.0462 -1.2908
C -4.3255 3.2886 -2.0952
H 3.6231 -2.1618 1.1672
O -3.8806 0.9806 -1.9115
H 4.9113 -1.3772 3.4966
C 3.3418 -1.5322 2.0052
H 2.3849 -3.4097 -4.0765
C -2.6860 -0.2838 4.6780
H 2.3016 4.7517 -3.7158
H -0.4655 -2.4011 -3.5675
C 2.5005 -0.3514 1.4769
H 2.8003 -2.0987 2.7648
H 1.0744 -5.2031 0.5335
H -5.2354 1.6522 -3.2554
C 2.1031 5.2384 -1.6901
H 5.2777 -0.5768 1.9463
C 0.5304 -2.2529 -3.9850
H -5.7881 1.7454 -1.5662
O 0.5653 -3.2241 0.5472
H -4.9858 4.0625 -1.7163
O -1.2888 1.2610 3.6164
C 4.4967 -0.7906 2.6776
C -1.1103 -4.8622 0.9985
O 0.8484 -0.8640 -3.7790
H 3.2555 0.2476 4.0559
H -2.4244 -3.1658 0.8073
H 1.6772 6.2119 -1.4463
H 3.3478 -2.0996 -2.2859
C -3.1473 3.0546 -1.1077
H -3.7312 0.0154 4.6212
C -4.9468 1.9040 -2.2390
*
```